w.
# C4H8N2

The molecule C4H8N2 (ωB97M-V/def2-TZVPD, the OMol25 dataset).

total charge = 0
frontier orbital gap = 9.98 eV
SMILES string = C=CCNN=C

Structure (XYZ):
```
14
Properties=species:S:1:pos:R:3:mulliken_charge:R:1
C -2.5474 -0.1843 0.7180 -0.63
C -1.4039 -0.9122 0.3539 -0.14
C -0.4126 -0.4326 -0.6627 -0.44
N 0.5909 0.3985 0.0065 -0.14
N 1.6120 0.7911 -0.8874 -0.47
C 2.7699 0.9089 -0.3318 -0.30
H -2.9890 0.6712 0.1297 0.23
H -3.1363 -0.5008 1.5758 0.25
H -1.0403 -1.6966 0.9883 0.35
H -1.0895 0.1806 -1.3379 0.21
H 0.0486 -1.2620 -1.2141 0.29
H 0.9755 -0.0399 0.8837 0.32
H 3.6177 1.2494 -0.9677 0.25
H 3.0044 0.8286 0.7456 0.23
```

x.
# C4H8N2

The molecule C4H8N2 (ωB97M-V/def2-TZVPD, the OMol25 dataset).

total charge = 0
frontier orbital gap = 10.35 eV
SMILES string = CN(C)CC#N

Structure (XYZ):
```
14
Properties=species:S:1:pos:R:3:mulliken_charge:R:1
C -1.6298 -0.5366 0.0092 -0.81
N -0.2892 -0.0369 -0.6060 -0.27
C -0.1215 1.3649 -0.0509 -0.89
C 0.8895 -0.8563 -0.1094 -0.08
C 2.2753 -0.2399 -0.0937 0.04
N 3.3873 0.0993 -0.0631 -0.39
H -2.4082 0.1480 -0.3829 0.32
H -1.9182 -1.5298 -0.3506 0.31
H -1.6705 -0.6870 1.2007 0.29
H 0.8608 1.7192 -0.3697 0.33
H -0.1538 1.2591 1.0526 0.36
H -0.8545 2.1808 -0.4532 0.27
H 0.5943 -1.0601 1.0291 0.26
H 1.0383 -1.8247 -0.8120 0.27
```

Verdict on stability: w comes out at the bottom.

w.
# C4H8N2

The molecule C4H8N2 (ωB97M-V/def2-TZVPD, the OMol25 dataset).

total charge = 0
frontier orbital gap = 10.34 eV
SMILES string = C1N[C@H]1[C@H]1CN1

Structure (XYZ):
```
14
Properties=species:S:1:pos:R:3:mulliken_charge:R:1
C -0.3976 -1.7204 -0.5739 -0.51
N -1.3067 -0.6802 -1.0503 -0.66
C 0.1215 -0.4039 -1.0110 -0.02
C 0.7251 0.4991 0.0298 -0.15
C 0.0522 1.6402 0.7057 -0.43
N 0.2099 0.3572 1.3815 -0.52
H -0.2984 -2.5967 -1.2087 0.26
H -0.3804 -1.9016 0.4980 0.24
H -1.7677 -0.2474 -0.2520 0.30
H 0.5833 -0.3276 -1.9946 0.39
H 1.8020 0.6195 -0.0925 0.41
H -0.9747 1.9156 0.4729 0.19
H 0.6783 2.4735 1.0237 0.28
H 0.9532 0.3727 2.0714 0.22
```

x.
# C4H8N2

The molecule C4H8N2 (ωB97M-V/def2-TZVPD, the OMol25 dataset).

total charge = 0
frontier orbital gap = 9.76 eV
SMILES string = CC1=NNCC1

Structure (XYZ):
```
14
Properties=species:S:1:pos:R:3:mulliken_charge:R:1
C 2.1025 -0.2920 -0.0018 -0.89
C 0.5284 -0.3717 -0.0910 0.61
N -0.1639 -1.4303 -0.0456 -0.59
N -1.4659 -1.1117 -0.3234 -0.35
C -1.6853 0.3173 0.1374 -0.48
C -0.2896 0.9099 -0.2049 -0.47
H 2.4313 0.6757 -0.6798 0.25
H 2.6153 -1.2913 -0.3395 0.30
H 2.3863 -0.0979 1.0901 0.24
H -2.0376 -1.6110 0.3622 0.28
H -2.4877 0.8959 -0.3348 0.29
H -1.8845 0.3742 1.1710 0.29
H 0.2252 1.6251 0.4950 0.28
H -0.2745 1.4078 -1.2348 0.24
```

y.
# C4H8N2

The molecule C4H8N2 (ωB97M-V/def2-TZVPD, the OMol25 dataset).

total charge = 0
frontier orbital gap = 10.15 eV
SMILES string = C1N[C@H]1[C@H]1CN1

Structure (XYZ):
```
14
Properties=species:S:1:pos:R:3:mulliken_charge:R:1
C -1.6036 0.7332 0.4957 -0.49
N -1.3934 0.8478 -0.9444 -0.63
C -1.0554 -0.4124 -0.2957 -0.03
C 0.3960 -0.8423 -0.0452 -0.35
C 1.8306 -0.2907 -0.4467 -0.27
N 1.0922 0.1693 0.6664 -0.39
H -2.6453 0.7420 0.8090 0.25
H -0.9380 1.2881 1.1536 0.24
H -0.5289 1.3622 -1.0961 0.29
H -1.7658 -1.2155 -0.4952 0.41
H 0.4806 -1.9204 0.1146 0.38
H 1.9572 0.3439 -1.3212 0.17
H 2.7568 -0.8445 -0.2016 0.25
H 1.4170 0.0393 1.6069 0.18
```

z.
# C4H8N2

The molecule C4H8N2 (ωB97M-V/def2-TZVPD, the OMol25 dataset).

total charge = 0
frontier orbital gap = 7.44 eV

Structure (XYZ):
```
14
Properties=species:S:1:pos:R:3:mulliken_charge:R:1
C -1.0747 0.1696 -1.2567 -1.14
C -0.3072 -0.6881 -0.2885 -0.07
C 0.3133 0.8604 1.5583 -0.82
N 0.7846 0.0974 0.3741 -0.26
C 0.2120 -1.9239 -0.7138 0.22
N 0.6628 -2.9696 -0.9866 -0.55
H -0.4566 0.6339 -2.0529 0.30
H -1.6261 0.9822 -0.7619 0.31
H -1.8260 -0.4472 -1.7574 0.33
H 1.1206 1.4783 1.9622 0.37
H -0.0411 0.1344 2.2883 0.34
H -0.5203 1.4871 1.2427 0.28
H 1.5062 -0.5641 0.6683 0.35
H 1.2525 0.7496 -0.2760 0.35
```

Verdict on stability: y comes out at the bottom.

w.
# C4H8N2

The molecule C4H8N2 (ωB97M-V/def2-TZVPD, the OMol25 dataset).

total charge = 0
frontier orbital gap = 10.22 eV
SMILES string = C=NN=C(C)C

Structure (XYZ):
```
14
Properties=species:S:1:pos:R:3:mulliken_charge:R:1
C 2.8008 -0.3255 0.0947 -0.29
N 1.7268 0.3607 -0.2561 -0.44
N 0.6332 -0.5799 -0.2327 -0.32
C -0.5221 -0.0535 -0.1255 0.73
C -1.7117 -1.0566 -0.0196 -1.03
C -0.8359 1.4345 0.0142 -1.04
H 3.7281 0.2399 0.1237 0.27
H 2.8407 -1.4013 0.2614 0.32
H -2.1542 -1.0101 0.9863 0.27
H -2.5161 -0.9502 -0.7399 0.30
H -1.2924 -2.0873 -0.1523 0.31
H -1.8723 1.6728 0.1655 0.33
H -0.2665 1.8513 0.8548 0.31
H -0.5584 1.9051 -0.9748 0.28
```

x.
# C4H8N2

A structure of composition C4H8N2 (ωB97M-V/def2-TZVPD, the OMol25 dataset).

total charge = 0
frontier orbital gap = 9.46 eV

Structure (XYZ):
```
14
Properties=species:S:1:pos:R:3:mulliken_charge:R:1
C -1.9318 0.1942 -0.0199 -0.79
C 1.2766 -1.2203 0.2708 -1.15
C 0.1397 1.4738 0.1210 -0.13
C 1.2677 -0.0234 -0.6304 0.53
N 1.4078 1.2559 -0.1584 -0.65
N -0.6159 0.5597 -0.4928 -0.32
H -0.2373 2.2845 0.7433 0.43
H 1.6423 -0.2251 -1.6393 0.33
H -2.5854 -0.0491 -0.8600 0.25
H -2.3895 1.0084 0.5572 0.32
H -1.8870 -0.6846 0.6373 0.27
H 0.7619 -2.0625 -0.1947 0.27
H 0.8301 -0.9968 1.2384 0.30
H 2.3206 -1.5147 0.4275 0.34
```

Verdict on stability: x comes out at the bottom.

w.
# C4H8N2

The molecule C4H8N2 (ωB97M-V/def2-TZVPD, the OMol25 dataset).

total charge = 0
frontier orbital gap = 6.77 eV

Structure (XYZ):
```
14
Properties=species:S:1:pos:R:3:mulliken_charge:R:1
C 0.3415 -1.2446 0.2259 -0.72
C 0.9458 0.9578 0.1634 -0.50
C -0.4461 1.2305 -0.1973 -0.45
C -1.0090 -0.9180 -0.1445 -0.43
H 0.6397 -2.1162 -0.2370 0.43
H 0.3685 -1.1726 1.2775 0.29
H 1.5822 -0.4713 -1.3460 0.30
H 1.6513 1.7656 -0.3248 0.27
H 1.3058 1.0239 1.1885 0.22
H -1.2037 2.2349 -0.0764 0.16
H -2.5083 0.5162 0.1109 0.36
H -1.6519 -1.6763 -0.3918 0.50
N 1.4139 -0.3487 -0.2471 -0.42
N -1.4297 0.2188 -0.0012 -0.02
```

x.
# C4H8N2

The molecule C4H8N2 (ωB97M-V/def2-TZVPD, the OMol25 dataset).

total charge = 0
frontier orbital gap = 10.06 eV
SMILES string = [H]/N=C/NCC=C

Structure (XYZ):
```
14
Properties=species:S:1:pos:R:3:mulliken_charge:R:1
H 2.9206 -1.7283 -0.0141 0.24
N 2.6952 -0.6697 0.2168 -0.67
C 1.5844 -0.2799 -0.2620 0.16
N 1.1201 1.0094 0.0084 -0.30
C -0.3262 1.1175 -0.1278 -0.69
C -1.1770 0.0160 0.5175 -0.05
C -2.0724 -0.7738 -0.1249 -0.68
H 0.8516 -1.0188 -0.7889 0.24
H 1.5855 1.6328 0.6857 0.29
H -0.5187 1.1580 -1.1746 0.30
H -0.6427 2.0614 0.1964 0.43
H -1.1300 -0.2560 1.6365 0.19
H -2.6466 -1.5313 0.4074 0.25
H -2.2438 -0.7373 -1.1765 0.28
```

y.
# C4H8N2

The molecule C4H8N2 (ωB97M-V/def2-TZVPD, the OMol25 dataset).

total charge = 0
frontier orbital gap = 9.40 eV
SMILES string = C#C[C@H](N)CN

Structure (XYZ):
```
14
Properties=species:S:1:pos:R:3:mulliken_charge:R:1
C -1.0095 2.0607 -0.1235 0.23
C -0.3122 1.0600 0.1069 -0.77
C 0.7172 -0.0156 0.2700 0.11
N 1.9928 0.1969 -0.1633 -0.56
C -0.0313 -1.2337 -0.2941 -0.60
N -1.5360 -1.0383 -0.0197 -0.63
H -1.7174 2.9220 -0.1667 0.40
H 0.9269 -0.3257 1.3655 0.18
H 2.6062 0.5922 0.6512 0.29
H 1.9032 0.8775 -1.0245 0.31
H 0.1287 -2.2473 0.1826 0.29
H 0.0461 -1.2308 -1.4216 0.26
H -2.0403 -0.2584 -0.3376 0.27
H -1.6744 -1.3596 0.9748 0.21
```

z.
# C4H8N2

The molecule C4H8N2 (ωB97M-V/def2-TZVPD, the OMol25 dataset).

total charge = 0
frontier orbital gap = 9.31 eV
SMILES string = C[C@@]12C[C@@H]1NN2

Structure (XYZ):
```
14
Properties=species:S:1:pos:R:3:mulliken_charge:R:1
C 1.5981 -0.6841 -0.0401 -1.20
C 0.2607 0.0171 0.1746 0.84
C -0.1834 1.3726 -0.3364 -0.75
C -0.9036 0.1833 -0.7772 -0.27
N -1.7821 -0.5118 0.3881 -0.48
N -0.6066 -0.4234 1.2629 -0.49
H 2.2622 0.1985 -0.0644 0.30
H 1.6535 -1.1579 -1.0421 0.27
H 1.6142 -1.5287 0.7143 0.34
H 0.3173 1.7181 -1.2078 0.29
H -0.5174 2.2550 0.3238 0.23
H -0.9203 -0.3384 -1.6938 0.32
H -2.4391 0.2616 0.7538 0.30
H -0.3536 -1.3617 1.5444 0.32
```

Verdict on stability: w comes out at the bottom.

w.
# C4H8N2

A structure of composition C4H8N2 (ωB97M-V/def2-TZVPD, the OMol25 dataset).

total charge = 0
frontier orbital gap = 9.06 eV

Structure (XYZ):
```
14
Properties=species:S:1:pos:R:3:mulliken_charge:R:1
C 2.0921 0.1666 0.4746 -0.81
N 0.6714 -0.2257 0.6061 -0.40
C -0.5697 -0.1283 -0.5751 0.30
C -1.9954 -0.7722 -0.5020 -1.20
C -0.4513 1.1934 -0.0916 0.28
N -0.4987 2.3097 0.2183 -0.53
H 2.3116 0.5884 -0.5091 0.30
H 2.7094 -0.7281 0.6139 0.31
H 2.4604 0.9215 1.2048 0.28
H 0.3897 -0.2808 1.5787 0.27
H -0.1676 -0.3154 -1.5850 0.25
H -2.6831 -0.3233 -1.2524 0.32
H -1.9832 -1.8410 -0.7362 0.32
H -2.4710 -0.6052 0.4661 0.33
```

x.
# C4H8N2

A cluster of 2 separate species, C4H8N2 in total (ωB97M-V/def2-TZVPD, the OMol25 dataset).

total charge = 0
frontier orbital gap = 9.62 eV
SMILES string = C=C=N.C=NC

Structure (XYZ):
```
14
Properties=species:S:1:pos:R:3:mulliken_charge:R:1
C 2.2498 -1.2597 -1.4318 -0.92
C 1.9430 -0.0226 -1.1075 0.53
N 1.7037 1.1447 -0.8298 -0.61
H 2.0072 -1.6378 -2.4177 0.25
H 2.7654 -1.9003 -0.7266 0.26
H 0.7746 1.2631 -0.3972 0.59
C -1.4447 1.3849 1.4711 -0.33
N -0.9135 0.7035 0.5493 -0.28
C -1.2818 -0.6945 0.4243 -0.82
H -1.1691 2.4338 1.5835 0.26
H -2.1766 0.9728 2.1789 0.23
H -0.3856 -1.3073 0.5659 0.26
H -1.6375 -0.8797 -0.5939 0.25
H -2.0563 -1.0044 1.1422 0.35
```

Verdict on stability: w comes out at the bottom.

w.
# C4H8N2

A cluster of 3 separate species, C4H8N2 in total (ωB97M-V/def2-TZVPD, the OMol25 dataset).

total charge = 0
frontier orbital gap = 9.55 eV

Structure (XYZ):
```
14
Properties=species:S:1:pos:R:3:mulliken_charge:R:1
C 0.7760 -0.7215 -1.1020 -0.88
C -0.4051 -0.6084 -0.1305 0.22
C 0.2872 -0.0425 1.1503 -0.59
C -1.4145 0.5295 -0.3721 -0.23
H 0.4967 -2.0161 -1.7945 0.22
H 0.7433 0.3992 -2.1516 0.23
H 1.8890 -0.8739 -0.4362 0.23
H -0.7126 -1.7148 0.1156 0.36
H 1.3527 0.0020 0.9963 0.14
H -0.2949 -0.0745 2.1951 0.31
H 0.3124 1.7569 1.7152 0.28
H -2.0319 0.4811 -1.2710 0.38
N 0.1404 1.3031 0.8843 -0.18
N -1.1387 1.5799 0.2011 -0.49
```

x.
# C4H8N2

The molecule C4H8N2 (ωB97M-V/def2-TZVPD, the OMol25 dataset).

total charge = 0
frontier orbital gap = 9.16 eV
SMILES string = C=NN1CCC1

Structure (XYZ):
```
14
Properties=species:S:1:pos:R:3:mulliken_charge:R:1
C -1.6941 0.1107 -1.7563 -0.33
N -0.3652 0.0742 -1.4812 -0.61
N 0.0766 -0.3092 -0.1939 0.32
C 1.3843 0.1615 0.1761 -0.45
C 1.0849 0.1504 1.7218 -0.45
C -0.4253 -0.1205 1.2293 -0.65
H -2.5695 0.0248 -1.0772 0.24
H -1.7253 0.0718 -2.8752 0.26
H 1.5879 1.2394 -0.1078 0.28
H 2.3132 -0.5658 -0.1038 0.24
H 0.9392 1.0907 2.5048 0.27
H 1.2358 -0.9848 1.9679 0.25
H -1.3201 0.2489 1.5946 0.46
H -0.5401 -1.2929 1.5971 0.17
```

y.
# C4H8N2

A cluster of 2 separate species, C4H8N2 in total (ωB97M-V/def2-TZVPD, the OMol25 dataset).

total charge = 0
frontier orbital gap = 8.33 eV

Structure (XYZ):
```
14
Properties=species:S:1:pos:R:3:mulliken_charge:R:1
C 2.4767 -0.9546 0.0532 -0.59
C 1.6964 -0.0466 0.5123 -0.05
C -0.7266 1.5383 -0.0666 -1.20
C -0.2819 0.2232 -0.7362 -0.02
N -1.9947 -0.8373 0.3174 -0.40
N -0.9468 -0.8513 -0.6416 -0.36
H 2.2522 -1.7324 -0.6428 0.31
H 3.4411 -1.2233 0.5201 0.25
H 0.0439 2.3447 -0.3942 0.29
H -0.7190 1.6712 1.0548 0.34
H -1.7835 1.6135 -0.3949 0.45
H -2.4085 -1.7088 0.4460 0.24
H 0.6777 0.2051 -1.1871 0.55
H -1.7271 -0.2417 1.1594 0.20
```

Verdict on stability: w comes out at the bottom.

w.
# C4H8N2

The molecule C4H8N2 (ωB97M-V/def2-TZVPD, the OMol25 dataset).

total charge = 0
frontier orbital gap = 9.92 eV
SMILES string = C#C[C@H](N)CN

Structure (XYZ):
```
14
Properties=species:S:1:pos:R:3:mulliken_charge:R:1
C 2.0160 -0.6689 -0.3649 -0.15
C 0.9133 -0.8390 -0.0612 -0.66
C -0.4589 -0.4430 0.4042 0.51
N -1.4971 -1.3272 0.1201 -0.66
C -0.8558 0.9804 -0.0535 -0.77
N 0.2695 1.9578 -0.0156 -0.53
H 3.0665 -0.7318 -0.6981 0.37
H -0.2807 -0.3708 1.4474 0.18
H -1.0277 -2.2178 0.2188 0.31
H -1.5483 -1.4186 -0.8888 0.31
H -1.6254 1.3712 0.5437 0.32
H -1.2350 0.8586 -1.0812 0.32
H 1.0183 1.6488 -0.7067 0.23
H 0.5379 2.2698 0.8861 0.23
```

x.
# C4H8N2

A cluster of 2 separate species, C4H8N2 in total (ωB97M-V/def2-TZVPD, the OMol25 dataset).

total charge = 0
frontier orbital gap = 10.96 eV
SMILES string = [H]/N=C/C.CC#N

Structure (XYZ):
```
14
Properties=species:S:1:pos:R:3:mulliken_charge:R:1
H 1.0232 -0.5674 -1.5745 0.21
N 0.7212 0.1572 -0.9166 -0.63
C 1.5448 0.2687 0.0882 0.13
C 1.5005 1.4034 1.0581 -0.97
H 2.3307 -0.4873 0.2343 0.33
H 0.5844 1.9850 0.9446 0.26
H 1.5451 1.0116 2.0769 0.29
H 2.3763 2.0392 0.8913 0.34
C -2.1802 -0.9831 -0.8835 -0.89
C -1.2450 -0.8518 0.2494 0.58
N -0.9252 -0.9182 1.3853 -0.51
H -1.7655 -1.6457 -1.6499 0.25
H -3.1360 -1.4018 -0.5603 0.33
H -2.3742 -0.0098 -1.3434 0.26
```

y.
# C4H8N2

A structure of composition C4H8N2 (ωB97M-V/def2-TZVPD, the OMol25 dataset).

total charge = 0
frontier orbital gap = 9.08 eV

Structure (XYZ):
```
14
Properties=species:S:1:pos:R:3:mulliken_charge:R:1
C -0.1642 1.7602 -0.0778 -0.27
C -0.7938 0.6543 0.2403 0.36
C -1.9375 -0.2595 0.2198 -1.02
C 1.7647 -0.9300 -0.1341 -0.72
N 1.2276 1.4263 0.0478 -0.36
N 0.9833 0.0352 0.5753 -0.36
H -0.6830 2.6187 -0.5259 0.34
H -2.3900 -0.4062 1.1537 0.28
H -2.6791 0.1649 -0.3129 0.39
H -1.6437 -1.1846 -0.3098 0.26
H 2.7589 -0.8875 0.0907 0.34
H 1.4927 -1.9777 0.2941 0.26
H 1.5769 -0.8953 -1.2003 0.30
H 1.8061 1.9841 0.5825 0.20
```

Verdict on stability: y comes out at the bottom.

w.
# C4H8N2

The molecule C4H8N2 (ωB97M-V/def2-TZVPD, the OMol25 dataset).

total charge = 0
frontier orbital gap = 10.37 eV
SMILES string = [H]/N=C(\N)CC=C

Structure (XYZ):
```
14
Properties=species:S:1:pos:R:3:mulliken_charge:R:1
H 3.0278 -0.1108 -0.4322 0.20
N 2.2783 -0.8059 -0.2478 -0.63
C 1.2367 -0.1766 0.0622 0.40
N 1.1441 1.1922 0.1606 -0.49
C -0.0550 -0.8653 0.5174 -0.32
C -1.1031 -0.4447 -0.4734 -0.43
C -2.2089 0.1414 -0.0096 -0.60
H 2.0549 1.7102 -0.1176 0.22
H 0.3205 1.7309 -0.1548 0.26
H -0.3181 -0.5259 1.5105 0.28
H 0.0442 -1.9478 0.3866 0.24
H -1.0007 -0.6645 -1.4759 0.42
H -2.9431 0.5733 -0.7962 0.21
H -2.4776 0.1934 1.0702 0.24
```

x.
# C4H8N2

A structure of composition C4H8N2 (ωB97M-V/def2-TZVPD, the OMol25 dataset).

total charge = 0
frontier orbital gap = 9.46 eV

Structure (XYZ):
```
14
Properties=species:S:1:pos:R:3:mulliken_charge:R:1
C 1.8017 -0.1381 -0.0747 -0.50
N 1.0968 -1.3863 0.2127 -0.64
C 0.5935 -0.5114 -0.8483 0.15
C -0.6984 0.2591 -0.8900 -0.22
C -1.6331 -0.0573 0.2173 -0.47
N -0.8834 1.1062 0.7462 -0.50
H 2.7860 -0.2489 -0.5237 0.25
H 1.7101 0.6729 0.6450 0.28
H 0.5490 -1.2698 1.0630 0.30
H 0.7734 -0.9148 -1.8466 0.40
H -0.4017 1.4420 -0.2797 0.22
H -1.4507 -0.9494 0.8182 0.15
H -2.6983 0.1068 0.0495 0.24
H -1.5450 1.8890 0.7111 0.34
```

Verdict on stability: x comes out at the bottom.